ORCA calculation (ωB97M-V/def2-TZVPD) on 2 unconnected molecules or ions with the total composition C3H10N2O in a non-equilibrium geometry.

ΔE to the lowest compared entry with this formula, charge and spin	2.284	eV
Kohn-Sham gap	9.70	eV
SMILES	C=CO.NCN

Last column: Mulliken charge in e.
Atoms and positions in Å:
C1 0.28 1.12 -3.23  -0.7419
C2 -0.38 0.09 -2.73  0.1453
O1 0.14 -0.83 -1.88  -0.4572
H1 0.07 1.73 -4.09  0.2633
H2 1.29 1.32 -2.88  0.2199
H3 -1.33 -0.19 -3.19  0.2251
H4 -0.53 -1.44 -1.62  0.3343
N1 1.04 0.16 1.78  -0.4148
C3 0.16 -0.10 2.91  -0.4191
N2 -1.26 -0.34 2.57  -0.5982
H5 1.16 1.14 1.60  0.1791
H6 1.80 -0.49 1.72  0.2064
H7 0.47 -1.12 3.18  0.3283
H8 0.14 0.62 3.72  0.2741
H9 -1.67 0.43 2.06  0.2140
H10 -1.31 -1.14 1.96  0.2414

=====

ORCA calculation (ωB97M-V/def2-TZVPD) on 2 unconnected molecules or ions with the total composition C3H10N2O in a non-equilibrium geometry.

ΔE to the lowest compared entry with this formula, charge and spin	3.381	eV
Kohn-Sham gap	9.11	eV
SMILES	C=CO.NCN

Last column: Mulliken charge in e.
Atoms and positions in Å:
C1 -2.56 -1.69 0.44  -0.7720
C2 -1.61 -1.47 1.40  0.0928
O1 -1.09 -0.18 1.42  -0.4762
H1 -2.91 -2.69 0.33  0.2554
H2 -3.15 -0.92 -0.08  0.2682
H3 -1.10 -1.95 2.23  0.3321
H4 -0.25 -0.22 1.69  0.2955
N1 2.74 1.38 -0.52  -0.5903
C3 1.80 0.58 -1.40  -0.3307
N2 0.34 1.01 -1.22  -0.4528
H5 2.55 2.36 -0.57  0.2255
H6 2.69 1.21 0.45  0.2341
H7 2.00 0.61 -2.52  0.2583
H8 1.65 -0.52 -1.26  0.3087
H9 -0.24 0.39 -0.57  0.1914
H10 0.08 1.93 -1.53  0.1601

=====

ORCA calculation (ωB97M-V/def2-TZVPD) on a single C3H10N2O molecule in a non-equilibrium geometry.

ΔE to the lowest compared entry with this formula, charge and spin	2.495	eV
Kohn-Sham gap	9.76	eV
SMILES	NCCNCO

Last column: Mulliken charge in e.
Atoms and positions in Å:
C1 0.14 -0.54 0.76  -0.7234
N1 -0.75 -0.65 -0.50  -0.3298
C2 0.17 -1.00 -1.55  -0.4637
O1 -0.16 -0.83 -3.00  -0.5218
C3 0.61 0.84 1.25  -0.3212
N2 -0.57 1.85 1.42  -0.4280
H1 1.05 -1.11 0.71  0.3561
H2 -0.41 -1.02 1.58  0.4874
H3 -1.51 -1.37 -0.41  0.2483
H4 1.11 -0.36 -1.44  0.2911
H5 0.53 -2.01 -1.55  0.3336
H6 -0.69 -0.03 -3.07  0.2986
H7 1.25 0.83 2.10  0.3313
H8 1.26 1.27 0.39  0.1646
H9 -0.58 2.68 1.87  0.1178
H10 -1.47 1.45 1.44  0.1593

=====

ORCA calculation (ωB97M-V/def2-TZVPD) on 2 unconnected molecules or ions with the total composition C3H10N2O in a non-equilibrium geometry.

ΔE to the lowest compared entry with this formula, charge and spin	2.192	eV
Kohn-Sham gap	9.00	eV
SMILES	NC=O.CNC

Last column: Mulliken charge in e.
Atoms and positions in Å:
C1 -0.76 -0.39 -1.54  -0.7853
N1 -1.38 -1.33 -0.46  -0.2009
C2 -2.75 -1.61 -0.50  -0.7072
H1 -1.64 0.09 -2.07  0.2500
H2 -0.37 0.39 -0.96  0.2919
H3 -0.22 -0.88 -2.25  0.3079
H4 -0.75 -1.74 0.18  0.1268
H5 -3.29 -1.46 0.47  0.2379
H6 -3.04 -2.57 -0.79  0.3020
H7 -3.17 -1.07 -1.42  0.1801
C3 2.09 1.09 0.69  0.1231
N2 1.36 0.41 1.57  -0.3037
O1 2.01 2.29 0.40  -0.5717
H8 2.88 0.42 0.38  0.2947
H9 1.61 -0.52 1.66  0.2307
H10 0.54 0.84 1.88  0.2235

=====

ORCA calculation (ωB97M-V/def2-TZVPD) on a molecular structure, C3H10N2O in a non-equilibrium geometry.

ΔE to the lowest compared entry with this formula, charge and spin	4.749	eV
Kohn-Sham gap	8.69	eV

Last column: Mulliken charge in e.
Atoms and positions in Å:
C1 -0.70 -1.86 -1.29  -1.0739
C2 -0.90 -0.86 -0.20  -0.3622
N1 -1.45 1.60 0.94  -0.5885
C3 -0.31 0.62 0.85  0.3719
N2 0.14 0.25 -0.34  -0.7638
H1 -1.77 -2.48 -1.50  0.2723
H2 -0.60 -1.37 -2.28  0.2996
H3 0.04 -2.67 -1.17  0.3063
H4 -1.81 -0.25 -0.57  0.2487
H5 -1.23 -1.35 0.79  0.2578
H6 -1.65 1.76 1.94  0.2796
H7 -0.99 2.37 0.43  0.3136
H8 -0.02 0.24 1.84  0.4573
H9 3.03 -0.33 0.59  0.2911
H10 1.96 0.44 -0.27  0.4211
O1 2.96 0.42 -0.03  -0.7310

=====

ORCA calculation (ωB97M-V/def2-TZVPD) on 2 unconnected molecules or ions with the total composition C3H10N2O in a non-equilibrium geometry.

ΔE to the lowest compared entry with this formula, charge and spin	1.372	eV
Kohn-Sham gap	9.10	eV
SMILES	NC=O.CNC

Last column: Mulliken charge in e.
Atoms and positions in Å:
C1 1.44 0.08 -0.73  -0.5490
N1 1.95 0.16 0.65  -0.3473
C2 1.65 -0.91 1.56  -0.7285
H1 2.12 0.46 -1.48  0.2605
H2 1.37 -1.00 -0.90  0.2727
H3 0.52 0.66 -0.78  0.0819
H4 1.78 1.08 1.02  0.2109
H5 2.36 -0.95 2.39  0.2828
H6 1.43 -1.83 1.05  0.2870
H7 0.73 -0.68 2.16  0.2230
C3 -2.67 0.66 -1.47  0.1273
N2 -2.31 0.26 -0.21  -0.3334
O1 -3.36 0.00 -2.19  -0.5394
H8 -2.25 1.65 -1.73  0.3052
H9 -1.89 0.86 0.48  0.2243
H10 -2.85 -0.49 0.18  0.2222

=====

ORCA calculation (ωB97M-V/def2-TZVPD) on a single C3H10N2O molecule in a non-equilibrium geometry.

ΔE to the lowest compared entry with this formula, charge and spin	1.543	eV
Kohn-Sham gap	9.28	eV
SMILES	NCNCCO

Last column: Mulliken charge in e.
Atoms and positions in Å:
C1 0.88 0.30 -0.62  -0.4499
C2 1.99 -0.22 0.27  -0.6425
O1 1.54 -1.41 0.91  -0.5039
N1 -0.29 0.59 0.14  -0.3424
C3 -1.54 0.24 -0.47  -0.3447
N2 -2.71 0.61 0.31  -0.5887
H1 1.23 1.15 -1.18  0.3333
H2 0.75 -0.52 -1.34  0.2844
H3 2.15 0.52 1.05  0.2958
H4 2.84 -0.32 -0.40  0.3860
H5 2.15 -2.12 0.69  0.3067
H6 -0.26 0.35 1.12  0.2410
H7 -1.54 0.74 -1.45  0.2366
H8 -1.59 -0.81 -0.78  0.2785
H9 -3.20 -0.21 0.62  0.2631
H10 -2.40 1.11 1.13  0.2467

=====

ORCA calculation (ωB97M-V/def2-TZVPD) on 2 unconnected molecules or ions with the total composition C3H10N2O in a non-equilibrium geometry.

ΔE to the lowest compared entry with this formula, charge and spin	1.677	eV
Kohn-Sham gap	9.57	eV
SMILES	[H]/N=C/NCC.O

Last column: Mulliken charge in e.
Atoms and positions in Å:
C1 0.27 1.73 1.99  -0.9883
C2 -0.53 0.45 1.58  -0.4708
N1 -0.60 0.41 0.09  -0.1721
C3 -1.63 0.48 -0.81  -0.0270
N2 -1.81 -0.31 -1.79  -0.6529
H1 1.33 1.72 1.74  0.2964
H2 -0.25 2.62 1.61  0.2926
H3 0.08 1.74 3.07  0.3328
H4 -1.54 0.43 1.96  0.3779
H5 0.12 -0.34 1.93  0.2819
H6 0.09 -0.19 -0.34  0.1726
H7 -2.33 1.33 -0.66  0.2978
H8 -2.41 0.17 -2.45  0.2599
H9 4.22 -2.20 -1.11  0.3335
H10 2.88 -1.61 -0.96  0.2873
O1 3.29 -2.47 -1.14  -0.6217

=====

ORCA calculation (ωB97M-V/def2-TZVPD) on a single C3H10N2O molecule in a non-equilibrium geometry.

ΔE to the lowest compared entry with this formula, charge and spin	1.562	eV
Kohn-Sham gap	10.17	eV
SMILES	NC[C@H](N)CO

Last column: Mulliken charge in e.
Atoms and positions in Å:
N1 1.65 0.41 1.03  -0.5541
C1 0.35 0.44 0.37  0.5689
C2 -0.76 -0.14 1.21  -0.7500
O1 -2.01 0.04 0.49  -0.5718
C3 0.58 -0.24 -0.99  -0.8205
N2 -0.64 -0.58 -1.86  -0.6354
H1 1.63 0.15 1.99  0.1852
H2 2.29 1.11 0.74  0.1960
H3 0.04 1.46 0.07  0.1795
H4 -0.85 0.40 2.15  0.3487
H5 -0.60 -1.21 1.39  0.3838
H6 -2.17 -0.84 0.16  0.3437
H7 0.98 -1.23 -0.76  0.2721
H8 1.25 0.32 -1.63  0.3405
H9 -0.47 -0.26 -2.80  0.2623
H10 -1.28 0.16 -1.56  0.2511

=====

ORCA calculation (ωB97M-V/def2-TZVPD) on a single C3H10N2O molecule in a non-equilibrium geometry.

ΔE to the lowest compared entry with this formula, charge and spin	2.645	eV
Kohn-Sham gap	9.83	eV
SMILES	NCNCCO

Last column: Mulliken charge in e.
Atoms and positions in Å:
C1 0.12 0.16 -0.69  -1.0649
C2 0.64 1.24 -1.69  -0.2811
O1 1.93 1.62 -1.16  -0.5417
N1 -0.53 0.55 0.52  -0.2127
C3 -0.44 -0.46 1.55  -0.3597
N2 -1.10 -1.67 1.08  -0.5018
H1 -0.36 -0.59 -1.31  0.4137
H2 0.85 -0.65 -0.53  0.5026
H3 -0.02 2.07 -1.76  0.2585
H4 0.72 0.95 -2.75  0.2654
H5 2.06 1.06 -0.38  0.3528
H6 -1.42 0.94 0.59  0.2445
H7 0.66 -0.66 1.97  0.2120
H8 -1.11 -0.05 2.42  0.3331
H9 -1.57 -2.35 1.69  0.2088
H10 -0.43 -2.15 0.45  0.1706

=====

ORCA calculation (ωB97M-V/def2-TZVPD) on 2 unconnected molecules or ions with the total composition C3H10N2O in a non-equilibrium geometry.

ΔE to the lowest compared entry with this formula, charge and spin	2.386	eV
Kohn-Sham gap (alpha / beta)	8.97 / 4.03	eV
charge	+1
multiplicity	2

Last column: Mulliken charge in e.
Atoms and positions in Å:
O1 1.35 -0.27 2.16  -0.4644
C1 2.29 -0.44 1.44  0.1743
C2 2.87 0.63 0.58  -0.9254
H1 2.85 -1.39 1.35  0.3319
H2 3.94 0.74 0.74  0.3394
H3 2.36 1.59 0.66  0.2852
H4 2.78 0.34 -0.48  0.2640
N1 -3.20 -0.23 -0.88  -0.2908
C3 -2.06 -0.09 0.00  -0.3001
N2 -0.86 -0.19 -0.87  -0.3359
H5 -3.21 0.46 -1.63  0.3059
H6 -3.27 -1.17 -1.29  0.3088
H7 -2.07 0.89 0.46  0.3593
H8 -2.06 -0.86 0.76  0.3181
H9 -0.91 -0.78 -1.71  0.3090
H10 -0.80 0.76 -1.29  0.3206

=====

ORCA calculation (ωB97M-V/def2-TZVPD) on 2 unconnected molecules or ions with the total composition C3H10N2O in a non-equilibrium geometry.

ΔE to the lowest compared entry with this formula, charge and spin	3.149	eV
Kohn-Sham gap (alpha / beta)	9.76 / 6.67	eV
charge	+1
multiplicity	2

Last column: Mulliken charge in e.
Atoms and positions in Å:
C1 2.14 0.18 -0.06  -1.0318
C2 1.09 0.45 1.05  -0.3046
N1 -0.19 -0.16 0.82  0.0316
C3 -0.71 -1.29 0.29  0.1287
N2 -1.63 -1.18 -0.69  -0.4003
H1 2.31 -0.93 -0.31  0.3319
H2 3.13 0.68 0.28  0.3309
H3 1.83 0.69 -1.02  0.3230
H4 1.48 0.16 2.04  0.3145
H5 0.99 1.50 0.94  0.2857
H6 -0.97 0.54 0.78  0.3412
H7 -0.07 -2.32 0.13  0.3137
H8 -1.62 -1.92 -1.43  0.2936
H9 -2.40 1.93 -1.22  0.3362
H10 -2.62 0.38 -0.99  0.3961
O1 -2.77 1.28 -0.60  -0.6903